147
Properties=species:S:1:pos:R:3:forces:R:3 method="wB97M-V/def2-TZVPD" total_charge=-1 multiplicity=2 lumo_energy_ha="0.062 / 0.062" total_energy_ev=-94567.4120 max_force_ha_per_bohr=0.134
C 0.907206 3.253011 -2.325580 -0.613 0.674 0.031
C -0.296463 2.438779 -1.768194 0.186 -0.410 0.916
C -1.185058 1.889447 -2.945791 -0.258 -0.857 1.634
C -2.044743 0.635835 -2.572503 1.764 -1.283 1.400
C -1.106190 -0.435973 -1.871300 0.629 0.941 -0.482
C -0.294870 -0.010038 -0.553437 -0.945 -0.695 -0.783
N 0.356640 1.324623 -0.883037 1.515 -0.240 1.810
O 1.255987 1.708259 0.038440 -2.255 -0.404 -2.475
C 0.717357 -1.186320 -0.196213 -0.447 1.652 0.015
C -1.246696 0.179144 0.704280 -0.016 -0.595 -1.924
C -1.150806 3.297577 -0.813264 -0.138 1.422 -0.924
H 1.576690 2.681018 -2.968009 0.153 -0.444 0.595
H 1.393619 3.804450 -1.520956 0.452 -0.640 0.179
H 0.652989 4.088563 -2.977756 -0.981 -0.021 -0.138
H -0.473663 1.674746 -3.743237 -0.292 -0.312 -0.306
H -1.907664 2.642538 -3.260116 0.437 0.426 -0.075
H -2.396978 0.119430 -3.465444 -0.287 0.277 0.071
H -2.863394 0.745650 -1.861273 -0.217 0.950 -0.455
H -0.430218 -0.627885 -2.704561 0.921 -0.139 0.370
H -1.571367 -1.416801 -1.772837 -0.473 0.142 0.521
H 0.152204 -2.016046 0.228372 -0.241 0.007 -0.313
H 1.331322 -0.826020 0.629213 0.280 0.017 -0.147
H 1.342395 -1.520864 -1.024166 -0.101 0.222 -0.023
H -0.757567 0.647834 1.558199 -0.182 0.145 -0.228
H -1.678942 -0.777474 0.997794 0.504 -0.264 0.195
H -2.140513 0.660810 0.307802 0.110 0.810 0.520
H -0.573760 3.834871 -0.060638 0.174 -0.653 0.366
H -2.096983 2.916684 -0.428856 0.473 -0.782 0.220
H -1.523541 4.135277 -1.402695 0.039 0.222 -0.465
C -1.374887 -1.842115 4.491079 -3.798 1.992 1.126
O -0.800785 -1.422093 5.788246 1.765 0.018 -0.318
O -2.170923 -0.776143 3.990150 2.418 -1.785 -0.576
C -0.492990 -2.730736 3.505706 -3.801 2.788 1.986
F -1.372178 -3.438409 2.711040 0.517 1.038 -0.132
F 0.227896 -1.957903 2.754781 1.480 0.107 -1.269
F 0.179145 -3.611873 4.156511 1.794 -1.586 0.568
C 0.604676 -1.463717 6.033273 -0.211 0.120 0.999
C 0.876728 -0.920369 7.496560 0.153 -0.571 -1.046
H 0.591266 0.109506 7.710943 -0.368 -0.147 -0.198
H 0.402429 -1.637041 8.167019 -0.568 0.331 0.030
H 1.917230 -1.015247 7.807119 0.353 0.067 -0.545
H 1.131733 -1.026254 5.185370 0.316 0.731 0.253
H 0.995082 -2.480337 6.080006 -0.185 -0.373 -0.075
H -2.119058 -2.466618 4.985351 0.049 -1.375 -0.805
C -0.776230 2.259177 5.295701 0.621 1.399 -1.146
C 0.251029 2.309867 4.164759 0.457 -0.926 0.025
O -0.001670 3.349716 3.208366 0.561 -0.416 0.478
O -2.065596 2.121263 4.742229 0.385 0.264 0.461
H -0.739894 3.267413 5.708288 -0.149 0.002 0.542
H -0.464433 1.529781 6.043279 -0.352 -0.270 -0.005
H 0.384556 1.327137 3.712536 -0.991 -0.229 -0.733
H 1.279118 2.359833 4.523408 0.075 1.157 0.398
H -0.931049 3.373869 2.969025 -0.370 -0.496 0.201
H -2.069638 1.230990 4.383059 -0.470 -1.275 -0.279
C -1.049589 -5.585480 0.761118 -0.350 -1.184 -0.635
C -1.619699 -4.786850 -0.382851 1.244 0.239 -0.649
O -0.923527 -5.283799 -1.582635 -0.602 0.511 0.329
O -1.969140 -5.696279 1.815141 0.830 0.174 0.127
H -0.058034 -5.178081 0.958480 -0.064 0.329 0.918
H -0.794502 -6.597467 0.446618 -0.366 -0.184 -0.384
H -1.294409 -3.753802 -0.259983 0.024 0.181 -0.191
H -2.707513 -4.718233 -0.374891 -0.044 -0.749 -0.492
H -1.528026 -5.698188 -2.202703 -0.229 0.040 0.189
H -1.712971 -4.937604 2.344667 -0.756 -0.305 0.681
C -5.350322 -3.008337 2.384188 0.639 0.252 0.326
C -4.334034 -2.221189 1.500578 -0.288 -0.517 0.053
O -4.271851 -0.928796 1.939435 -1.053 3.023 0.478
O -4.732104 -3.320901 3.646508 -0.354 -0.343 -0.861
H -5.829197 -3.875638 1.929698 0.723 -0.448 0.005
H -6.202940 -2.379846 2.641375 -0.019 0.612 -0.496
H -4.642640 -2.115017 0.460593 -0.108 -0.735 -0.255
H -3.278835 -2.480291 1.587284 -0.236 -1.676 -0.315
H -3.547952 -0.745465 2.542733 0.985 -0.435 0.877
H -4.397049 -2.459256 3.905143 0.420 0.228 0.562
C -6.008339 1.515838 0.441654 0.924 -0.271 0.938
C -4.883759 2.070148 -0.421173 -0.768 -0.512 -0.347
O -5.265529 2.070144 -1.819840 0.412 1.179 0.567
O -5.585838 1.484972 1.836332 -1.037 0.635 -1.659
H -6.158153 0.529676 0.002177 -0.303 -0.618 0.479
H -6.969645 2.023949 0.365535 0.274 0.392 0.095
H -4.022499 1.419566 -0.269315 0.116 -0.104 0.009
H -4.586562 3.051184 -0.050593 -0.196 0.291 -0.694
H -5.567141 1.215104 -2.135334 0.151 -0.257 0.491
H -4.834597 0.887866 1.862925 0.046 -0.579 0.157
O 3.275508 -5.574672 1.639883 0.728 -1.164 0.082
C 2.698421 -5.633520 0.574043 -0.463 1.941 1.064
N 2.039016 -6.698756 0.070395 0.651 -0.181 -0.193
C 2.419182 -4.325068 -0.148174 -0.905 -1.327 0.231
H 2.171272 -7.588971 0.528789 -0.477 0.091 -0.243
H 1.366696 -6.480564 -0.651043 0.030 -0.818 0.118
H 3.317746 -3.942743 -0.632425 -0.366 0.216 -0.018
H 1.976356 -3.685997 0.615760 0.577 0.422 -0.088
H 1.567011 -4.595360 -0.771735 0.258 0.828 -0.919
O 0.806317 7.169497 -2.323577 -0.155 -0.640 -2.198
C 1.927862 7.406322 -1.904767 -1.174 -2.103 -1.553
N 1.976095 8.118910 -0.850355 0.689 4.104 5.483
C 3.207026 6.942592 -2.509171 -0.557 -1.172 -1.291
H 1.138855 8.624227 -0.597808 -0.371 -0.495 -0.336
H 2.447635 7.911029 0.018277 1.090 -0.199 -0.233
H 2.947950 6.992334 -3.566767 0.596 0.469 -0.329
H 3.251923 5.856784 -2.424818 0.294 -0.119 0.553
H 4.147580 7.429301 -2.251161 -0.390 0.030 0.097
O 0.943189 -1.803213 -4.483059 -0.875 0.885 -1.185
C 1.122536 -2.930810 -4.064670 -1.260 0.297 -1.326
N 2.104964 -3.148134 -3.236204 1.369 -2.077 1.034
C 0.206973 -4.124522 -4.356956 -0.930 0.243 0.053
H 2.823971 -2.455429 -3.083615 -0.161 0.006 0.247
H 2.217441 -4.131553 -3.035365 0.728 0.416 0.543
H 0.581736 -5.127728 -4.153887 0.313 0.237 0.328
H -0.303304 -4.178908 -5.318602 0.867 0.575 -0.391
H -0.673711 -3.939279 -3.741998 0.103 -0.159 0.564
O -2.757126 -2.034280 -4.563225 -0.360 0.030 0.913
C -2.309199 -1.935646 -5.679151 -0.448 2.762 -0.035
N -2.143973 -3.012875 -6.424435 0.068 -1.949 -1.626
C -2.008284 -0.551460 -6.326091 1.315 -1.578 0.408
H -2.671313 -3.814998 -6.110405 0.352 -0.088 -0.073
H -1.738275 -3.035044 -7.349110 -0.233 0.261 0.255
H -2.818273 -0.175459 -6.951103 -0.118 0.109 0.534
H -1.142561 -0.695988 -6.972414 0.053 0.027 -0.302
H -1.615625 0.066734 -5.518766 -0.675 0.402 -0.164
O 2.683749 7.078391 2.153162 -0.086 -0.561 -0.305
C 2.054422 6.007838 2.116709 1.594 0.617 -1.824
N 0.886117 5.901220 2.710391 -0.473 -0.303 0.444
C 2.694692 4.829265 1.305764 0.251 0.461 0.705
H 0.686180 6.671556 3.332260 -0.202 -0.199 0.002
H 0.567579 4.963273 2.907593 -0.518 -0.291 0.271
H 3.411658 4.439009 2.028094 0.465 0.040 -0.121
H 3.229437 5.278216 0.468757 0.171 0.148 0.236
H 2.231504 3.924685 0.911699 -1.129 0.326 0.344
O 6.450221 -1.482698 -0.197292 1.456 -1.733 -1.121
C 6.078514 -0.570337 0.487604 -2.505 -1.687 -0.676
N 6.830484 0.464753 0.750263 1.454 2.077 0.652
C 4.651607 -0.506530 0.840427 -1.007 1.120 0.904
H 7.643827 0.500296 0.152507 0.120 0.505 0.424
H 6.407456 1.267216 1.194329 0.490 0.016 -0.260
H 4.154723 -1.453285 1.052214 0.375 0.054 -0.082
H 4.176103 -0.032088 -0.018003 -0.287 -0.225 -0.267
H 4.483973 0.213299 1.641577 -0.219 -0.158 0.362
O 3.061598 0.125769 -2.088436 1.430 1.493 -1.586
C 3.542777 0.791795 -3.050283 -0.222 -1.982 4.869
N 3.005455 0.648790 -4.229595 0.163 0.938 -2.877
C 4.718438 1.762549 -2.875362 -0.783 0.476 -0.341
H 2.174578 0.100865 -4.401405 -0.001 -0.349 0.305
H 3.460795 1.119810 -4.998297 -0.415 -0.147 -0.082
H 4.311625 2.721819 -2.555335 -0.430 0.133 -0.141
H 5.184803 1.955257 -3.841524 0.367 -0.103 0.120
H 5.433915 1.573761 -2.075018 -0.105 -0.850 -0.313